# 1
ORCA calculation (the ωB97M-V functional and the def2-TZVPD basis) on a single C4H8O molecule.

**Lowest unoccupied orbital energy**: -0.09 eV
**E_HOMO**: -8.7 eV
**ΔE to the lowest compared entry with this formula, charge and spin**: 3.616 eV

Geometry as ORCA input:
```
! wB97M-V def2-TZVPD RIJCOSX def2/J DEFGRID3
* xyz 0 1
C -1.38514 -1.35890 0.66864
C -0.83004 -0.06981 0.21568
O 0.28321 2.07212 -1.07083
C 0.58476 -0.14526 -0.19332
C 1.19548 1.24954 -0.39386
H -1.19799 -1.32350 1.75769
H -0.89952 -2.27237 0.29036
H -2.47196 -1.41972 0.55723
H -0.57668 1.86247 -0.65820
H 1.21453 -0.82848 0.40296
H 0.48511 -0.62606 -1.18812
H 1.47128 1.66892 0.58781
H 2.10838 1.19626 -0.99610
*
```

***

# 2
ORCA calculation (the ωB97M-V functional and the def2-TZVPD basis) on 2 unconnected molecules or ions with the total composition C6H12O at a distorted geometry.

**Lowest unoccupied orbital energy**: 0.69 eV
**E_HOMO**: -9.0 eV
**ΔE to the lowest compared entry with this formula, charge and spin**: 2.107 eV

Geometry as ORCA input:
```
! wB97M-V def2-TZVPD RIJCOSX def2/J DEFGRID3
* xyz 0 1
C -1.40622 1.06920 -1.12166
C -1.38425 1.21309 0.19390
C -2.64898 1.33985 1.01839
C -0.12594 0.85117 0.91845
C 0.14868 -0.38335 1.32419
C 1.55796 -0.96548 1.44041
H -2.29448 1.16114 -1.72416
H -0.54086 0.78814 -1.71071
H -2.48645 0.75362 1.92708
H -3.52083 0.94274 0.49972
H -2.90194 2.35926 1.32100
H 0.64527 1.61290 1.02168
H -0.65560 -1.10225 1.29274
H 2.09658 -0.66122 0.54785
H 1.96265 -0.62492 2.39090
H 1.43498 -2.04045 1.41068
O 2.91735 -2.27172 -3.13928
H 3.48428 -1.88964 -2.45497
H 2.60880 -3.06530 -2.67191
*
```

***

# 3
ORCA calculation (the ωB97M-V functional and the def2-TZVPD basis) on a molecular structure, C24H49NO13P4Pd at a distorted geometry.

**Lowest unoccupied orbital energy (alpha / beta)**: -0.35 / -0.36 eV
**E_HOMO (alpha / beta)**: -8.3 / -8.3 eV

Geometry as ORCA input:
```
! wB97M-V def2-TZVPD RIJCOSX def2/J DEFGRID3
* xyz 0 1
Pd -0.61645 1.45041 -0.48963
C -2.40790 5.18078 -0.77408
C -3.07239 3.80014 -0.80059
O -4.49726 3.89591 -0.85846
P -2.75152 2.94871 0.76862
O -3.51156 1.55880 0.78055
O -3.60231 3.73365 1.85944
O -1.31334 2.88054 1.18151
P -2.44338 2.92176 -2.32024
O -2.87616 1.37611 -1.90588
O -3.27364 3.44155 -3.42842
O -0.94606 2.95198 -2.31584
H -2.86759 5.80236 -0.00466
H -2.53726 5.65610 -1.74662
H -1.34082 5.08556 -0.57563
H -4.72952 3.83750 -1.80060
H -3.28045 0.92768 0.07336
H -4.51019 3.87322 1.54841
H -2.37757 0.72702 -2.42950
C -0.44408 -4.59896 -3.21572
C -0.56773 -3.09167 -3.21698
C -2.00568 -2.62257 -3.33118
O 0.00437 -2.63856 -1.95089
P 0.50999 -1.15345 -1.74434
O -0.36823 -0.07959 -2.28722
C 0.74375 -1.21885 0.04059
P -0.86635 -1.17536 0.91590
O -1.99625 -0.99528 -0.02310
O -0.92018 -2.54147 1.71921
C -1.61772 -3.69862 1.15487
C -0.92943 -4.91858 1.72162
C -3.08785 -3.62785 1.50287
O -0.70953 -0.07984 2.00806
C -1.01780 -0.01258 3.44199
C 0.01887 -0.75079 4.25454
C -2.43909 -0.46954 3.69261
O 1.91849 -1.01241 -2.43021
C 3.14001 -1.68919 -2.02893
C 4.25106 -0.67163 -2.15204
C 3.33600 -2.90912 -2.90154
H -0.77531 -4.99918 -4.17367
H -1.06630 -5.02550 -2.42594
H 0.58647 -4.91055 -3.04700
H 0.03553 -2.67328 -4.02765
H -2.51096 -2.74268 -2.37126
H -2.52568 -3.21639 -4.08380
H -2.06390 -1.57420 -3.61532
H 1.33243 -0.34902 0.32312
H 1.25601 -2.14376 0.30745
H -1.49253 -3.67032 0.06940
H -0.97583 -4.89953 2.81179
H 0.11815 -4.95427 1.42183
H -1.42536 -5.82364 1.36910
H -3.23180 -3.75014 2.57848
H -3.62352 -4.42765 0.98889
H -3.51122 -2.67387 1.19327
H -0.94635 1.05840 3.63069
H 0.07275 -1.79751 3.95223
H -0.26553 -0.71004 5.30699
H 1.00005 -0.28827 4.15178
H -2.52493 -1.55341 3.61524
H -3.12051 -0.00289 2.98057
H -2.73421 -0.16895 4.69887
H 3.04987 -1.99764 -0.98368
H 4.37795 -0.38200 -3.19635
H 5.18796 -1.09544 -1.78844
H 4.01654 0.22503 -1.57718
H 3.43309 -2.60876 -3.94601
H 2.49211 -3.59239 -2.81102
H 4.24273 -3.43781 -2.60517
C 3.72562 2.42950 2.99360
N 2.50575 1.68274 2.74292
C 2.81405 0.38501 2.18903
C 1.46892 2.42657 2.01075
C 1.79034 2.73282 0.55825
C 2.76640 3.68735 0.25540
C 3.18365 3.91757 -1.04519
C 2.62914 3.19319 -2.08852
C 1.61171 2.28488 -1.83371
C 1.20681 2.07260 -0.52452
H 4.32435 1.89349 3.73233
H 3.48050 3.40978 3.40525
H 4.34683 2.57558 2.09813
H 3.62216 -0.06766 2.76617
H 3.14255 0.42857 1.13512
H 1.94797 -0.27277 2.25881
H 1.30450 3.35380 2.56218
H 0.54214 1.86326 2.04699
H 3.18420 4.27554 1.06291
H 3.93234 4.67357 -1.24536
H 2.94036 3.37111 -3.10987
H 1.12480 1.77530 -2.64973
*
```

***

# 4
ORCA calculation (the ωB97M-V functional and the def2-TZVPD basis) on a molecular structure, C21H66AgB2N5O7V at a distorted geometry.

**⟨S²⟩**: 0.776
**Lowest unoccupied orbital energy (alpha / beta)**: -1.32 / -0.88 eV
**E_HOMO (alpha / beta)**: -9.5 / -9.5 eV

Geometry as ORCA input:
```
! wB97M-V def2-TZVPD RIJCOSX def2/J DEFGRID3
* xyz 0 2
O -1.10856 -2.02538 3.34026
V -1.53583 -0.52335 3.57645
Ag -2.73517 1.27855 0.89235
B -3.86308 -0.74734 2.63654
H -3.02735 -0.01848 2.23526
H -3.39094 -1.51687 3.38489
H -4.60863 -0.07995 3.27271
H -4.50893 -1.21220 1.75552
B -2.26466 1.71901 4.48965
H -1.84360 1.47440 5.59126
H -2.27303 2.89841 4.34577
H -1.53778 1.30822 3.66730
H -3.37504 1.30105 4.42530
C 0.29665 0.02205 0.91459
O -0.69707 0.25866 1.88090
H 0.80597 0.96617 0.71478
H 0.95967 -0.80916 1.17519
H -0.17957 -0.37360 0.00317
C 5.68912 -0.72040 5.57856
C 5.10847 -0.41602 4.21597
C 4.61872 -1.70704 3.54457
O 4.27762 -1.38001 2.21192
C 3.42261 -2.24606 1.54454
N 3.94042 0.48851 4.19366
H 5.08812 -1.51564 6.03945
H 5.65483 0.12975 6.25544
H 6.67676 -1.17550 5.51671
H 5.86056 -0.04794 3.51472
H 3.70788 -2.09072 4.03300
H 5.34089 -2.53780 3.55291
H 3.07364 -1.79335 0.61685
H 2.57920 -2.54748 2.18258
H 3.80987 -3.20996 1.17531
H 3.67200 0.42569 3.21333
H 3.15567 0.05119 4.67244
C 5.05766 -4.80062 -4.26529
C 3.63494 -5.04728 -3.83349
C 2.74493 -3.82907 -3.72333
O 3.17375 -2.99543 -2.66353
C 2.30357 -1.95308 -2.36101
N 3.06291 -6.04268 -4.74577
H 5.11024 -4.51673 -5.32108
H 5.69259 -5.68048 -4.15690
H 5.59568 -4.02990 -3.70777
H 3.62530 -5.53109 -2.85174
H 1.70593 -4.13866 -3.53887
H 2.70542 -3.24634 -4.65838
H 2.87691 -1.21662 -1.78615
H 1.42478 -2.22073 -1.76446
H 2.01578 -1.32269 -3.21558
H 2.85811 -5.62221 -5.64607
H 2.21497 -6.49643 -4.43499
C -4.90969 -4.06169 -3.34911
C -4.33692 -2.65669 -3.43173
C -3.12260 -2.48491 -2.55017
O -3.51863 -2.53510 -1.19845
C -2.46772 -2.83185 -0.31978
N -4.02165 -2.30868 -4.84209
H -4.38041 -4.81996 -3.93707
H -5.91814 -4.08712 -3.77281
H -4.96731 -4.46300 -2.33567
H -5.10232 -1.92049 -3.17984
H -2.67202 -1.49793 -2.73194
H -2.35990 -3.24235 -2.78071
H -1.66851 -2.07961 -0.42252
H -1.95838 -3.77711 -0.55825
H -2.83873 -2.87358 0.69946
H -3.74673 -3.16211 -5.31612
H -4.87416 -1.99656 -5.28847
C -1.16663 5.73064 1.64654
C -0.33610 4.48078 1.92773
C 0.14122 4.44385 3.35709
O 1.00058 3.33456 3.64837
C 2.05394 3.08381 2.74522
N -1.17017 3.29722 1.60567
H -0.55046 6.63206 1.65132
H -1.95702 5.92372 2.37990
H -1.66537 5.65366 0.68059
H 0.47854 4.57736 1.20705
H -0.67452 4.40778 4.07647
H 0.78579 5.28755 3.64943
H 2.77779 3.90692 2.68565
H 1.70939 2.80301 1.74589
H 2.55234 2.25453 3.24222
H -0.59519 2.47535 1.78536
H -1.93660 3.32599 2.27498
C -2.12812 5.83561 -2.78049
C -2.28631 4.33176 -2.86687
C -2.21888 3.67827 -1.49715
O -2.21200 2.25565 -1.61090
C -1.05315 1.68626 -2.21009
N -3.62070 4.00805 -3.40728
H -2.68398 6.28364 -1.95526
H -2.27483 6.35279 -3.72704
H -1.08995 6.08164 -2.51559
H -1.48413 3.93958 -3.50394
H -3.13244 3.94971 -0.96906
H -1.33409 3.98025 -0.93112
H -1.04498 0.63231 -1.94019
H -0.18430 2.16202 -1.74116
H -1.04881 1.79460 -3.29409
H -3.68637 2.99533 -3.35189
H -3.69358 4.27512 -4.38150
*
```

***

# 5
ORCA calculation (the ωB97M-V functional and the def2-TZVPD basis) on 2 unconnected molecules or ions with the total composition C5H10N at a distorted geometry.

**Lowest unoccupied orbital energy**: -6.73 eV
**E_HOMO**: -13.9 eV
**ΔE to the lowest compared entry with this formula, charge and spin**: 5.193 eV

Geometry as ORCA input:
```
! wB97M-V def2-TZVPD RIJCOSX def2/J DEFGRID3
* xyz 1 1
C -1.56198 -3.13063 0.52649
C 0.85197 0.04965 -0.39039
C -0.26549 2.39572 -0.85248
C 1.79279 0.67605 0.54329
C 0.27645 1.26242 0.06973
N -1.11681 -2.20412 -0.19912
H -1.17560 -3.68032 1.40518
H -2.60716 -3.56379 0.24545
H -0.08545 -1.97020 0.15594
H -0.92645 2.03420 -1.60933
H -0.99067 2.96431 -0.35487
H 0.44452 3.04440 -1.26710
H 2.84222 0.95546 0.27185
H 1.69174 0.41421 1.61692
H 0.95441 -0.62455 -1.22663
H -0.12449 1.37719 1.06508
*
```

***

# 6
ORCA calculation (the ωB97M-V functional and the def2-TZVPD basis) on 2 unconnected molecules or ions with the total composition C5H10N3 at a distorted geometry.

**Lowest unoccupied orbital energy**: -4.03 eV
**E_HOMO**: -14.0 eV
**ΔE to the lowest compared entry with this formula, charge and spin**: 3.300 eV

Geometry as ORCA input:
```
! wB97M-V def2-TZVPD RIJCOSX def2/J DEFGRID3
* xyz 1 1
C 2.06010 1.19538 0.78427
C 0.64503 1.35444 0.95256
C -1.80571 0.76777 0.39403
C 0.30840 -1.85374 -1.12341
C -0.36577 0.67650 0.42544
N -2.40768 -0.14107 -0.16653
N 1.43135 -1.68055 -1.36385
N -0.92976 -2.11435 -1.03473
H 2.67065 1.07106 1.75597
H 2.32756 0.52935 -0.08201
H 0.48401 2.17541 1.60249
H -2.43358 1.58711 0.68050
H -0.21111 -0.19061 -0.19011
H -3.42786 -0.14731 -0.15951
H -1.85889 -1.10007 -0.49775
H 2.34536 -1.30307 -1.57077
H 2.44047 2.19161 0.54480
H -1.27257 -3.01786 -0.95142
*
```